(one)
{
  "formula": "C9H14",
  "method": "ωB97M-V/def2-TZVPD",
  "species": ["C", "C", "C", "C", "C", "C", "C", "H", "H", "H", "H", "H", "H", "H", "H", "C", "C", "H", "H", "H", "H", "H", "H"],
  "coordinates": [[2.01, 1.72, -0.19], [1.12, 0.78, 0.52], [1.47, -0.59, 0.69], [-0.12, 1.30, 1.00], [0.64, -1.40, 1.40], [-0.96, 0.48, 1.72], [-0.58, -0.87, 1.87], [2.96, 1.80, 0.34], [1.46, 2.61, -0.49], [2.44, -0.96, 0.36], [-0.47, 2.30, 0.74], [0.76, -2.47, 1.53], [-1.91, 0.75, 2.12], [-1.35, -1.45, 2.40], [2.34, 1.39, -1.20], [-2.31, -0.47, -2.53], [-0.84, -0.91, -2.80], [-2.93, -1.36, -2.44], [-2.31, 0.14, -1.63], [-2.63, 0.29, -3.27], [-0.40, -1.39, -1.93], [-0.09, -0.23, -3.22], [-0.84, -1.60, -3.65]],
  "e_lumo_ev": [-4.32, -8.28],
  "homo_ev": [-14.5, -14.5],
  "s_squared": 0.767,
  "spin_multiplicity": 2,
  "charge": 1
}

***

(two)
{
  "formula": "C9H14",
  "method": "ωB97M-V/def2-TZVPD",
  "species": ["C", "C", "H", "H", "H", "H", "H", "H", "C", "C", "C", "C", "C", "C", "C", "H", "H", "H", "H", "H", "H", "H", "H"],
  "coordinates": [[-1.88, 2.72, -1.94], [-2.45, 1.81, -3.04], [-1.02, 2.22, -1.42], [-1.30, 3.63, -2.42], [-2.66, 3.13, -1.31], [-1.67, 0.93, -3.14], [-3.35, 1.25, -2.77], [-2.59, 2.41, -3.98], [0.19, -2.92, 0.28], [1.84, 0.54, 2.36], [2.10, 0.35, 0.98], [1.41, -0.60, 2.93], [1.41, -0.76, 0.29], [1.02, -1.79, 2.38], [0.82, -1.80, 1.03], [2.01, 1.48, 2.85], [2.67, 1.05, 0.38], [1.26, -0.57, 4.08], [1.35, -0.69, -0.83], [0.64, -2.70, 2.84], [-0.74, -3.30, 0.88], [0.90, -3.74, 0.35], [0.05, -2.65, -0.77]],
  "e_lumo_ev": [-4.64, -8.53],
  "homo_ev": [-13.8, -13.8],
  "s_squared": 0.767,
  "spin_multiplicity": 2,
  "charge": 1
}

***

Quick one: least stable of them? (two)

***

(one)
{
  "formula": "C29H35BrF5InN3O6P",
  "method": "ωB97M-V/def2-TZVPD",
  "species": ["In", "C", "O", "C", "C", "C", "Br", "C", "C", "C", "O", "C", "N", "C", "C", "C", "C", "C", "C", "N", "H", "H", "H", "H", "H", "H", "H", "H", "H", "H", "H", "C", "C", "O", "P", "O", "C", "C", "O", "C", "C", "H", "H", "H", "H", "H", "H", "H", "H", "H", "H", "H", "H", "H", "H", "H", "N", "H", "H", "H", "C", "O", "C", "C", "H", "H", "H", "H", "H", "H", "F", "C", "C", "C", "F", "C", "F", "C", "F", "C", "F"],
  "coordinates": [[-0.01, -1.12, 0.25], [-0.63, 2.13, 3.03], [-0.46, 2.01, 1.63], [-1.40, 2.55, 0.83], [-2.44, 3.36, 1.24], [-3.36, 3.82, 0.30], [-4.76, 4.95, 0.87], [-3.27, 3.47, -1.03], [-2.23, 2.63, -1.45], [-1.29, 2.19, -0.53], [-0.28, 1.35, -0.86], [-2.12, 2.13, -2.82], [-1.04, 1.58, -3.31], [-1.38, 1.17, -4.60], [-0.62, 0.51, -5.56], [-1.23, 0.19, -6.75], [-2.58, 0.52, -6.99], [-3.34, 1.18, -6.05], [-2.71, 1.50, -4.85], [-3.16, 2.12, -3.70], [-0.57, 3.18, 3.34], [0.19, 1.57, 3.47], [-1.58, 1.71, 3.35], [-2.55, 3.64, 2.28], [-3.99, 3.85, -1.74], [-0.32, 1.23, -1.85], [0.41, 0.24, -5.36], [-0.68, -0.34, -7.51], [-3.02, 0.24, -7.94], [-4.38, 1.42, -6.24], [-4.11, 2.38, -3.49], [6.58, -1.72, 3.16], [5.36, -1.34, 2.35], [4.47, -0.60, 3.18], [2.87, -0.69, 2.79], [2.33, 0.12, 4.09], [1.94, -0.70, 5.22], [0.44, -0.82, 5.31], [2.71, 0.49, 1.69], [3.07, 1.87, 1.92], [4.42, 2.19, 1.33], [7.29, -2.28, 2.54], [6.29, -2.35, 4.01], [7.07, -0.83, 3.54], [4.85, -2.24, 1.97], [5.64, -0.73, 1.48], [2.36, -0.21, 6.10], [2.42, -1.68, 5.14], [-0.01, 0.16, 5.45], [0.17, -1.45, 6.16], [0.01, -1.27, 4.41], [3.05, 2.07, 2.99], [2.29, 2.46, 1.45], [5.22, 1.64, 1.84], [4.62, 3.26, 1.42], [4.45, 1.94, 0.26], [1.95, -0.48, -1.11], [2.72, -1.13, -1.01], [2.24, 0.41, -0.71], [1.77, -0.37, -2.10], [-3.30, -2.45, 1.85], [-2.21, -3.39, 1.89], [-1.37, -3.27, 2.88], [-0.31, -4.31, 2.70], [-3.40, -1.98, 2.83], [-4.20, -3.01, 1.58], [-3.08, -1.71, 1.09], [-0.45, -5.02, 3.53], [0.66, -3.85, 2.87], [-0.33, -4.84, 1.75], [-2.99, -0.36, -1.00], [-2.39, -1.06, -2.00], [-1.10, -1.51, -1.84], [-0.58, -2.17, -2.92], [0.70, -2.65, -2.87], [-1.27, -2.40, -4.10], [-0.70, -3.03, -5.14], [-2.57, -1.93, -4.21], [-3.26, -2.13, -5.33], [-3.14, -1.25, -3.15], [-4.39, -0.78, -3.25]],
  "e_lumo_ev": 0.26,
  "homo_ev": -7.0,
  "charge": 0
}

***

(two)
{
  "formula": "C29H35BrF5InN3O6P",
  "method": "ωB97M-V/def2-TZVPD",
  "species": ["In", "C", "O", "C", "C", "C", "Br", "C", "C", "C", "O", "C", "N", "C", "C", "C", "C", "C", "C", "N", "H", "H", "H", "H", "H", "H", "H", "H", "H", "H", "H", "C", "C", "O", "P", "O", "C", "C", "O", "C", "C", "H", "H", "H", "H", "H", "H", "H", "H", "H", "H", "H", "H", "H", "H", "H", "N", "H", "H", "H", "C", "O", "C", "C", "H", "H", "H", "H", "H", "H", "F", "C", "C", "C", "F", "C", "F", "C", "F", "C", "F"],
  "coordinates": [[-1.84, -1.20, -1.12], [-2.00, -1.82, 2.70], [-1.09, -1.39, 1.69], [0.17, -1.08, 2.08], [0.60, -1.04, 3.39], [1.93, -0.72, 3.66], [2.50, -0.66, 5.47], [2.82, -0.44, 2.66], [2.39, -0.48, 1.33], [1.06, -0.79, 1.04], [0.58, -0.82, -0.22], [3.29, -0.17, 0.23], [2.97, -0.24, -1.04], [4.09, 0.16, -1.75], [4.30, 0.29, -3.12], [5.53, 0.72, -3.55], [6.56, 1.03, -2.64], [6.37, 0.91, -1.28], [5.12, 0.47, -0.85], [4.58, 0.25, 0.40], [-1.62, -2.72, 3.19], [-2.93, -2.03, 2.19], [-2.16, -1.03, 3.44], [-0.08, -1.27, 4.20], [3.84, -0.21, 2.91], [1.34, -0.65, -0.84], [3.51, 0.05, -3.83], [5.72, 0.83, -4.61], [7.51, 1.37, -3.01], [7.16, 1.15, -0.57], [5.05, 0.37, 1.28], [-0.99, 6.08, -1.25], [-0.99, 4.58, -1.44], [-0.14, 4.00, -0.43], [0.06, 2.37, -0.49], [1.08, 2.28, 0.78], [2.30, 3.02, 0.82], [3.10, 2.98, -0.47], [-1.25, 1.77, 0.23], [-1.73, 2.02, 1.56], [-2.32, 3.40, 1.73], [-1.60, 6.55, -2.02], [0.03, 6.47, -1.32], [-1.39, 6.34, -0.28], [-0.61, 4.30, -2.43], [-2.00, 4.17, -1.34], [2.88, 2.57, 1.64], [2.08, 4.05, 1.10], [3.28, 1.96, -0.79], [4.07, 3.47, -0.31], [2.59, 3.51, -1.27], [-0.91, 1.85, 2.26], [-2.49, 1.26, 1.71], [-1.56, 4.18, 1.63], [-2.77, 3.49, 2.72], [-3.10, 3.58, 0.98], [0.18, -1.81, -2.96], [1.12, -1.44, -2.88], [-0.07, -1.80, -3.95], [0.19, -2.77, -2.65], [-5.92, -2.72, 0.21], [-5.05, -1.78, 0.90], [-4.77, -0.58, 0.48], [-5.48, -0.20, -0.79], [-5.49, -3.00, -0.75], [-6.91, -2.28, 0.06], [-5.99, -3.58, 0.86], [-6.53, 0.00, -0.51], [-5.48, -0.96, -1.57], [-5.06, 0.72, -1.18], [-3.57, -3.77, -1.89], [-2.63, -4.33, -1.06], [-1.55, -3.57, -0.67], [-0.67, -4.23, 0.16], [0.44, -3.61, 0.62], [-0.83, -5.55, 0.57], [0.06, -6.15, 1.37], [-1.94, -6.25, 0.15], [-2.12, -7.52, 0.53], [-2.86, -5.64, -0.69], [-3.94, -6.31, -1.10]],
  "e_lumo_ev": 0.06,
  "homo_ev": -7.0,
  "charge": 0
}

***

Quick one: least stable of them? (two)

***

(one)
{
  "formula": "C4H3BrO",
  "method": "ωB97M-V/def2-TZVPD",
  "species": ["C", "C", "C", "C", "O", "Br", "H", "H", "H"],
  "coordinates": [[-1.40, 0.49, -0.19], [-2.27, -0.31, -0.08], [0.65, 0.99, 0.12], [1.42, -0.26, 0.01], [0.87, 2.11, 0.21], [-3.93, -1.17, -0.26], [1.03, -0.68, -0.83], [1.18, -1.02, 0.92], [2.45, -0.16, 0.12]],
  "e_lumo_ev": 0.35,
  "homo_ev": -9.5,
  "charge": 0
}

***

(two)
{
  "formula": "C4H3BrO",
  "method": "ωB97M-V/def2-TZVPD",
  "species": ["C", "C", "C", "Br", "C", "O", "H", "H", "H"],
  "coordinates": [[-0.43, 1.78, 1.46], [-0.11, 0.91, 0.66], [0.51, -0.23, -0.14], [1.97, -0.96, 0.98], [-0.35, -1.08, -1.03], [0.62, -0.23, -1.47], [-0.71, 2.68, 2.11], [-0.19, -2.15, -1.35], [-1.33, -0.74, -1.22]],
  "smiles": "C#C[C@@]1(Br)CO1",
  "e_lumo_ev": 0.69,
  "homo_ev": -10.2,
  "charge": 0
}

***

Quick one: least stable of them? (one)

***

(one)
{
  "formula": "C4H13N2O",
  "method": "ωB97M-V/def2-TZVPD",
  "species": ["C", "C", "C", "C", "N", "N", "H", "H", "H", "H", "H", "H", "H", "H", "H", "H", "H", "H", "H", "O"],
  "coordinates": [[0.29, -1.46, 0.02], [0.00, -0.78, -1.34], [0.42, 0.65, -1.55], [-0.45, 1.73, -1.69], [-0.10, 2.94, -2.02], [-0.19, -0.69, 1.20], [-0.16, -2.44, -0.01], [1.38, -1.53, 0.09], [-1.07, -0.81, -1.54], [0.50, -1.37, -2.11], [1.50, 0.78, -1.65], [-1.49, 1.64, -1.38], [0.89, 3.16, -2.16], [-0.67, 3.77, -1.86], [0.12, 0.28, 1.26], [-0.10, -1.17, 2.13], [-1.20, -0.58, 1.07], [0.70, -1.57, 4.40], [-0.59, -2.37, 4.05], [0.07, -1.76, 3.69]],
  "e_lumo_ev": [-7.27, -10.85],
  "homo_ev": [-18.5, -19.1],
  "s_squared": 0.764,
  "spin_multiplicity": 2,
  "charge": 2
}

***

(two)
{
  "formula": "C4H13N2O",
  "method": "ωB97M-V/def2-TZVPD",
  "species": ["C", "C", "C", "C", "N", "N", "H", "H", "H", "H", "H", "H", "H", "H", "H", "H", "H", "H", "H", "O"],
  "coordinates": [[-2.15, 1.20, -0.39], [-1.86, -0.12, 0.43], [-0.61, -0.76, -0.02], [0.06, -0.70, -1.25], [1.35, -0.74, -1.46], [0.27, -1.31, 1.11], [-2.79, 1.79, 0.25], [-2.61, 1.11, -1.37], [-1.17, 1.64, -0.54], [-1.66, 0.25, 1.44], [-2.72, -0.80, 0.36], [-0.55, -0.42, -2.10], [1.64, -1.04, -2.39], [2.08, -0.45, -0.81], [0.00, -0.76, 1.93], [0.01, -2.28, 1.34], [1.26, -1.17, 0.94], [3.74, 1.51, 0.32], [2.79, 1.82, 1.48], [2.91, 1.24, 0.73]],
  "e_lumo_ev": [-8.58, -11.95],
  "homo_ev": [-19.1, -19.1],
  "s_squared": 0.765,
  "spin_multiplicity": 2,
  "charge": 2
}

***

Quick one: least stable of them? (two)

***

(one)
{
  "formula": "C7H8O2",
  "method": "ωB97M-V/def2-TZVPD",
  "species": ["C", "C", "C", "O", "O", "H", "H", "C", "C", "C", "C", "H", "H", "H", "H", "H", "H"],
  "coordinates": [[-1.54, -2.43, -1.05], [-0.70, -2.07, -0.27], [0.34, -1.66, 0.64], [1.51, -1.68, 0.39], [-0.16, -1.29, 1.82], [-2.28, -2.74, -1.74], [0.56, -1.00, 2.41], [-1.67, 1.40, 0.64], [-0.66, 1.22, -0.14], [0.37, 1.03, -0.91], [1.79, 1.36, -0.53], [-2.24, 2.32, 0.64], [-1.99, 0.64, 1.33], [0.24, 0.59, -1.89], [2.36, 0.44, -0.43], [2.25, 1.96, -1.31], [1.82, 1.91, 0.41]],
  "smiles": "C#CC(=O)O.C=C=CC",
  "e_lumo_ev": 0.65,
  "homo_ev": -9.4,
  "charge": 0
}

***

(two)
{
  "formula": "C7H8O2",
  "method": "ωB97M-V/def2-TZVPD",
  "species": ["C", "C", "C", "O", "C", "C", "C", "O", "C", "H", "H", "H", "H", "H", "H", "H", "H"],
  "coordinates": [[-0.92, -0.93, -1.42], [-1.33, -0.75, -0.12], [-2.54, -1.13, 0.70], [-0.28, -0.09, 1.13], [0.79, 0.44, 0.54], [0.97, 1.51, -0.41], [2.36, 1.69, -0.46], [2.99, 0.89, 0.39], [2.10, 0.14, 0.96], [-0.09, -0.34, -1.78], [-1.47, -1.46, -2.11], [-2.25, -2.13, 1.17], [-2.56, -0.50, 1.57], [-3.44, -1.17, 0.11], [0.14, 1.97, -0.98], [2.99, 2.32, -0.98], [2.54, -0.48, 1.68]],
  "smiles": "C=C(C)Oc1ccoc1",
  "e_lumo_ev": 0.88,
  "homo_ev": -8.1,
  "charge": 0
}

***

(three)
{
  "formula": "C7H8O2",
  "method": "ωB97M-V/def2-TZVPD",
  "species": ["C", "C", "C", "C", "C", "C", "C", "H", "H", "H", "H", "H", "H", "H", "H", "O", "O"],
  "coordinates": [[1.59, 0.27, 0.68], [0.14, 0.45, 0.58], [-0.19, 1.84, -1.13], [-0.24, 0.59, -1.76], [-0.71, -0.28, -0.58], [-0.70, -1.77, 0.01], [-0.86, -1.50, 1.29], [2.17, 1.22, 0.07], [1.86, 0.19, 2.05], [1.83, -0.85, 0.31], [-0.20, 2.71, -1.59], [-0.46, 0.57, -2.89], [-1.78, -0.14, -0.46], [-0.76, -2.66, -0.46], [-0.98, -2.37, 1.96], [-0.11, 1.89, 0.24], [-0.59, -0.15, 1.68]],
  "e_lumo_ev": 0.96,
  "homo_ev": -8.5,
  "charge": 0
}

***

Quick one: least stable of them? (three)

***

(one)
{
  "formula": "C3H6O2P",
  "method": "ωB97M-V/def2-TZVPD",
  "species": ["C", "C", "P", "C", "O", "O", "H", "H", "H", "H", "H", "H"],
  "coordinates": [[-1.88, -1.06, 0.09], [-0.73, -0.71, -0.48], [0.66, 0.14, 0.35], [0.90, 1.85, 0.10], [0.85, -0.43, 1.74], [1.84, -0.61, -0.74], [-2.66, -1.75, -0.50], [-1.96, -0.95, 1.27], [-0.48, -0.87, -1.51], [0.25, 2.62, 0.84], [0.60, 2.09, -0.88], [2.61, -0.33, -0.30]],
  "smiles": "C=C[P@@](=C)([O-])O",
  "e_lumo_ev": 4.17,
  "homo_ev": -2.9,
  "charge": -1
}

***

(two)
{
  "formula": "C3H6O2P",
  "method": "ωB97M-V/def2-TZVPD",
  "species": ["C", "C", "C", "O", "O", "P", "H", "H", "H", "H", "H", "H"],
  "coordinates": [[-0.57, 0.92, 0.41], [-0.06, 0.59, -0.98], [0.23, -0.21, 1.10], [2.13, -1.94, -1.26], [-0.94, -2.05, -0.47], [0.23, -1.16, -0.44], [-0.35, 1.93, 0.80], [-1.67, 0.60, 0.43], [-0.82, 0.77, -1.69], [0.94, 0.90, -1.22], [1.26, 0.38, 1.41], [-0.39, -0.73, 1.91]],
  "e_lumo_ev": [3.94, 3.94],
  "homo_ev": [-3.4, -3.4],
  "charge": -1
}

***

Quick one: least stable of them? (two)

***

(one)
{
  "formula": "C9H16N4",
  "method": "ωB97M-V/def2-TZVPD",
  "species": ["C", "C", "C", "C", "C", "C", "C", "C", "C", "N", "N", "N", "N", "H", "H", "H", "H", "H", "H", "H", "H", "H", "H", "H", "H", "H", "H", "H", "H"],
  "coordinates": [[4.51, 1.81, 2.15], [3.81, -0.33, 2.17], [1.07, -1.29, 0.06], [-1.66, -0.78, -0.91], [2.63, 1.06, 0.56], [-0.89, 0.20, -0.11], [1.18, 0.76, 1.15], [-2.99, -0.30, -1.14], [-3.94, -0.84, -2.05], [5.17, 1.14, 3.02], [4.76, -0.08, 3.02], [3.64, 0.86, 1.56], [0.49, -0.21, 0.34], [4.64, 2.88, 2.10], [0.69, -1.98, -0.68], [2.10, -1.31, 0.51], [-1.28, -1.10, -1.97], [-1.63, -1.71, -0.15], [2.79, 0.39, -0.31], [2.70, 2.08, 0.17], [-0.88, 1.15, -0.57], [-1.46, 0.35, 0.90], [1.35, 0.30, 2.17], [0.68, 1.81, 1.28], [-3.29, 0.68, -0.91], [-3.71, -1.94, -2.28], [-4.17, -0.38, -2.92], [-4.83, -0.77, -1.35], [5.28, -0.88, 3.43]],
  "e_lumo_ev": -10.57,
  "homo_ev": -14.7,
  "charge": 2
}

***

(two)
{
  "formula": "C9H16N4",
  "method": "ωB97M-V/def2-TZVPD",
  "species": ["C", "C", "C", "C", "C", "C", "C", "C", "C", "N", "N", "N", "N", "H", "H", "H", "H", "H", "H", "H", "H", "H", "H", "H", "H", "H", "H", "H", "H"],
  "coordinates": [[-1.80, 0.24, -3.00], [-0.78, 0.73, -2.27], [-2.17, -0.80, -1.15], [1.60, 1.65, 0.75], [-0.17, 0.37, -0.02], [-2.67, -1.57, -0.07], [0.36, -1.42, 2.25], [2.09, 0.03, -1.04], [-0.46, -0.22, 1.98], [-2.46, -0.79, -2.34], [-0.94, 0.18, -0.98], [2.78, 2.15, 0.79], [1.16, 0.75, -0.15], [-2.06, 0.71, -3.84], [-0.07, 1.50, -2.71], [0.81, 2.17, 1.27], [-2.00, -2.19, 0.43], [-3.21, -1.00, 0.69], [-3.59, -2.06, -0.50], [1.44, -1.24, 2.11], [0.04, -2.44, 2.03], [0.11, -1.42, 3.31], [2.55, -0.75, -0.54], [2.79, 0.77, -1.44], [1.71, -0.32, -1.99], [-1.51, -0.42, 2.17], [-0.25, 0.85, 2.39], [3.07, 2.81, 1.52], [3.62, 1.76, 0.36]],
  "e_lumo_ev": -8.50,
  "homo_ev": -16.8,
  "charge": 2
}

***

Quick one: least stable of them? (one)